This record from the Open Molecules 2025 dataset describes 9 unconnected molecules or ions with the total composition C42H36BF4O26 at a distorted geometry. The level of theory is the ωB97M-V functional and the def2-TZVPD basis.

Computed properties:
- ΔE to the lowest compared entry with this formula, charge and spin (kJ/mol) = 404.9
- HOMO-LUMO gap (eV) = 5.93
- HOMO energy (eV) = -6.66
- DFT total energy (Ha) = -4002.1331

```
! wB97M-V def2-TZVPD RIJCOSX def2/J DEFGRID3
* xyz -1 1
B -0.344 -0.441 0.266
F -0.237 -1.517 1.142
F 0.602 0.480 0.393
F -0.346 -0.888 -1.059
F -1.542 0.306 0.316
C 0.803 5.409 -0.406
C 1.189 4.064 0.259
C 2.568 3.592 0.436
O 2.862 2.514 0.891
C 3.639 4.409 -0.222
C 3.285 5.699 -0.938
C 1.879 6.243 -0.887
O 1.627 7.358 -1.205
O 4.019 6.373 -1.865
O 0.253 3.175 0.922
H -0.266 5.662 -0.515
H 4.648 4.179 -0.256
H 4.815 5.803 -1.881
H 0.616 2.212 0.939
C -3.316 -1.706 -6.037
C -1.906 -2.168 -6.503
C -0.760 -2.259 -5.532
O 0.349 -2.521 -5.953
C -1.076 -1.824 -4.198
C -2.529 -1.213 -3.773
C -3.693 -1.341 -4.687
O -4.803 -1.039 -4.319
O -2.713 -0.668 -2.536
O -1.671 -2.310 -7.872
H -4.101 -1.702 -6.698
H -0.290 -2.100 -3.509
H -1.798 -0.577 -2.062
H -0.637 -2.589 -7.993
C 4.711 -3.601 1.413
C 3.750 -2.450 1.695
C 3.378 -2.155 3.124
O 2.361 -1.368 3.185
C 3.926 -2.756 4.167
C 4.918 -3.925 3.928
C 5.210 -4.405 2.629
O 5.819 -5.360 2.269
O 5.487 -4.519 5.007
O 3.203 -1.773 0.604
H 5.007 -3.826 0.579
H 3.620 -2.616 5.179
H 5.336 -4.155 5.782
H 2.317 -1.190 0.851
C -2.155 4.727 -2.160
C -2.354 3.593 -1.193
C -3.181 3.644 -0.044
O -3.333 2.628 0.726
C -4.014 4.840 0.230
C -3.798 6.110 -0.665
C -2.706 6.076 -1.742
O -2.637 7.026 -2.494
O -4.680 7.086 -0.643
O -1.782 2.339 -1.488
H -1.589 4.844 -3.041
H -4.647 4.923 1.030
H -5.460 7.013 -0.095
H -1.956 1.846 -0.744
C 2.494 3.702 -4.018
C 1.008 3.735 -4.410
C 0.094 2.682 -4.208
O -1.016 2.659 -4.807
C 0.389 1.633 -3.369
C 1.801 1.541 -2.896
C 2.890 2.527 -3.255
O 4.119 2.401 -3.053
O 2.159 0.649 -1.844
O 0.719 4.804 -5.196
H 3.141 4.423 -4.135
H -0.347 0.935 -3.015
H 1.725 0.309 -1.197
H -0.208 4.633 -5.564
C -0.615 -3.527 5.730
C -0.389 -3.392 4.265
C 0.525 -4.217 3.501
O 0.647 -4.173 2.259
C 1.360 -5.103 4.313
C 1.260 -5.284 5.929
C 0.224 -4.512 6.544
O -0.049 -4.657 7.732
O 2.143 -5.930 6.663
O -1.191 -2.537 3.581
H -1.286 -3.025 6.319
H 2.286 -5.558 3.856
H 3.004 -6.165 6.203
H -0.706 -2.085 3.023
C -1.064 -3.966 -0.318
C -1.161 -5.398 -0.981
O -1.641 -6.309 -0.388
C -0.716 -5.469 -2.416
H -1.628 -4.164 0.761
H -1.600 -3.255 -1.116
H 0.001 -3.733 0.057
H 0.277 -5.039 -2.273
H -1.424 -4.881 -3.112
H -0.645 -6.454 -2.560
C -3.767 0.061 3.139
C -3.291 0.501 4.499
O -3.512 -0.197 5.517
C -2.796 1.859 4.634
H -4.381 0.853 2.712
H -4.251 -0.883 3.294
H -2.760 -0.271 2.655
H -1.715 2.228 4.376
H -2.579 2.202 5.718
H -3.404 2.639 4.108
*
```



This record from the Open Molecules 2025 dataset describes a molecular structure, C42H36Br2InN6O6PS6. The level of theory is the ωB97M-V functional and the def2-TZVPD basis.

Computed properties:
- ΔE to the lowest compared entry with this formula, charge and spin (kJ/mol) = 185.7
- HOMO-LUMO gap (eV) = 6.23
- HOMO energy (eV) = -6.58
- DFT total energy (Ha) = -10470.8177

```
! wB97M-V def2-TZVPD RIJCOSX def2/J DEFGRID3
* xyz 0 1
In -1.413 0.426 -0.347
C -1.104 -2.860 7.658
C -1.068 -2.548 6.189
C -1.164 -1.238 5.729
C -1.162 -0.962 4.372
C -1.063 -2.000 3.462
C -0.988 -3.314 3.898
C -0.973 -3.580 5.255
S -1.203 -1.673 1.713
O -2.357 -0.792 1.623
O -1.320 -2.949 1.056
N 0.015 -0.823 1.082
C 1.259 -1.451 0.957
C 1.763 -2.269 1.958
C 3.054 -2.812 1.912
C 3.885 -2.565 0.859
C 3.414 -1.792 -0.218
C 4.207 -1.545 -1.360
C 3.701 -0.807 -2.391
C 2.394 -0.310 -2.269
N 1.630 -0.512 -1.226
C 2.101 -1.238 -0.192
H -1.010 -1.954 8.254
H -0.302 -3.545 7.932
H -2.051 -3.338 7.916
H -1.259 -0.427 6.441
H -1.251 0.052 4.008
H -0.949 -4.106 3.163
H -0.904 -4.605 5.598
H 1.147 -2.477 2.818
H 3.389 -3.419 2.743
H 4.891 -2.965 0.829
H 5.211 -1.949 -1.399
H 4.282 -0.595 -3.279
H 1.967 0.292 -3.066
O -6.180 -1.523 3.350
C -5.663 -0.968 2.416
S -5.100 0.709 2.466
C -4.434 0.780 0.841
C -4.573 -0.352 0.088
S -3.750 -0.596 -1.376
S -5.407 -1.704 0.835
S -3.435 2.081 0.373
Br -3.655 6.449 -2.661
C -2.876 4.730 -2.625
C -3.598 3.627 -3.035
C -2.976 2.389 -2.963
N -1.731 2.223 -2.526
C -1.043 3.299 -2.153
C -1.567 4.582 -2.198
C 0.333 3.083 -1.652
C 1.384 3.849 -2.149
C 2.644 3.644 -1.619
Br 4.135 4.561 -2.337
C 2.818 2.757 -0.574
C 1.714 2.031 -0.162
N 0.510 2.162 -0.707
H -4.621 3.715 -3.368
H -3.499 1.491 -3.260
H -0.986 5.438 -1.885
H 1.218 4.558 -2.948
H 3.783 2.619 -0.111
H 1.794 1.312 0.639
S 0.518 -3.898 -5.636
C -0.036 -2.837 -4.319
C -0.106 -1.456 -4.468
C -0.535 -0.702 -3.394
N -0.845 -1.234 -2.215
C -0.806 -2.555 -2.077
C -0.424 -3.397 -3.109
C 1.962 -2.957 -6.134
C 3.169 -3.202 -5.495
C 4.253 -2.400 -5.822
N 4.193 -1.416 -6.712
C 3.045 -1.227 -7.351
C 1.900 -1.978 -7.114
H 0.166 -0.976 -5.396
H -0.641 0.374 -3.461
H -1.075 -2.948 -1.104
H -0.417 -4.469 -2.972
H 3.253 -3.992 -4.763
H 5.215 -2.551 -5.343
H 3.039 -0.431 -8.087
H 0.992 -1.803 -7.673
C -2.628 2.667 4.142
O -1.241 2.663 3.807
P -0.702 2.096 2.357
O -0.801 3.409 1.418
C -0.501 4.728 1.865
O 0.879 2.272 2.754
C 1.477 1.344 3.650
H -2.771 3.440 4.897
H -2.935 1.704 4.555
H -3.247 2.892 3.274
H -1.250 5.393 1.435
H 0.493 5.022 1.521
H -0.533 4.795 2.952
H 1.368 0.316 3.292
H 1.032 1.425 4.644
H 2.535 1.596 3.709
*
```



This record from the Open Molecules 2025 dataset describes a molecular structure, C42H36GeN3O4S2Ti at a distorted geometry. The level of theory is the ωB97M-V functional and the def2-TZVPD basis.

Computed properties:
- ΔE to the lowest compared entry with this formula, charge and spin (kJ/mol) = 236.1
- HOMO-LUMO gap (spin up / spin down) (eV) = 3.84 / 4.70
- HOMO energy (spin up / spin down) (eV) = 0.35 / -1.91
- DFT total energy (Ha) = -5810.1205

```
! wB97M-V def2-TZVPD RIJCOSX def2/J DEFGRID3
* xyz -2 4
Ti 1.317 -1.027 0.614
S 2.054 -0.086 3.773
C 0.506 -0.749 3.452
C -0.336 -1.152 4.507
C -1.598 -1.627 4.245
C -2.042 -1.658 2.919
C -1.190 -1.241 1.931
N 0.077 -0.820 2.153
H 0.042 -1.081 5.516
H -2.249 -1.952 5.048
H -3.038 -1.986 2.658
H -1.531 -1.222 0.906
C -3.661 -3.107 -4.619
C -2.316 -2.664 -4.102
C -2.123 -2.479 -2.737
C -0.894 -2.072 -2.245
C 0.164 -1.862 -3.114
C -0.007 -2.061 -4.475
C -1.246 -2.448 -4.965
S 1.778 -1.353 -2.479
O 1.712 0.077 -2.280
O 2.696 -1.811 -3.507
N 1.976 -2.025 -1.074
C 1.943 -3.481 -1.064
C 0.871 -3.940 -0.052
O 0.640 -5.141 0.077
O 0.315 -2.974 0.578
H -4.462 -2.653 -4.035
H -3.767 -4.192 -4.541
H -3.793 -2.829 -5.666
H -2.946 -2.643 -2.050
H -0.741 -1.947 -1.183
H 0.843 -1.909 -5.127
H -1.387 -2.591 -6.032
H 2.910 -3.901 -0.775
H 1.682 -3.897 -2.042
C 3.745 -4.012 2.334
C 4.927 -3.749 1.599
C 5.012 -2.569 0.889
C 3.952 -1.663 0.886
N 2.757 -1.997 1.505
C 2.705 -3.132 2.243
C 3.965 -0.335 0.315
C 5.065 0.211 -0.373
C 5.081 1.534 -0.754
C 4.015 2.372 -0.430
C 2.904 1.845 0.212
C 2.830 0.496 0.517
H 3.647 -4.910 2.931
H 5.745 -4.459 1.597
H 5.911 -2.344 0.327
H 1.766 -3.320 2.748
H 5.916 -0.420 -0.602
H 5.930 1.925 -1.304
H 4.034 3.420 -0.705
H 2.088 2.516 0.448
C 0.053 2.484 -1.786
Ge -0.282 1.245 -0.217
C -2.302 0.953 -0.447
C -2.882 0.733 -1.696
C -4.254 0.574 -1.845
C -5.084 0.612 -0.733
C -4.527 0.811 0.524
C -3.156 0.978 0.659
C -0.461 2.678 1.266
C 0.277 2.480 2.411
C 0.316 3.412 3.464
C -0.381 4.583 3.372
C -1.164 4.851 2.227
C -1.899 6.057 2.119
C -2.672 6.320 1.022
C -2.751 5.373 -0.014
C -2.050 4.198 0.062
C -1.219 3.890 1.170
H -0.046 3.530 -1.495
H -0.653 2.275 -2.594
H 1.058 2.304 -2.159
H -2.243 0.687 -2.573
H -4.677 0.426 -2.834
H -6.156 0.494 -0.844
H -5.164 0.848 1.401
H -2.735 1.148 1.645
H 0.866 1.575 2.514
H 0.910 3.189 4.343
H -0.338 5.320 4.168
H -1.847 6.769 2.936
H -3.221 7.252 0.948
H -3.376 5.571 -0.877
H -2.135 3.477 -0.735
*
```



> Among the records above, which one has the highest ΔE to the lowest compared entry with this formula, charge and spin?

C42H36BF4O26



> Which of these has the lowest ΔE to the lowest compared entry with this formula, charge and spin?

C42H36Br2InN6O6PS6



> Among the records above, which one has the lowest ΔE to the lowest compared entry with this formula, charge and spin?

C42H36Br2InN6O6PS6